ORCA calculation (ωB97M-V/def2-TZVPD) on a cluster of 2 separate species, C3H4BrCl in total.

```
! wB97M-V def2-TZVPD RIJCOSX def2/J DEFGRID3
* xyz 0 3
C -0.304 -1.445 0.980
C 0.401 -0.889 0.068
C 0.001 1.563 -0.615
Cl -1.686 1.643 -0.758
Br 1.725 -1.544 -1.022
H 0.029 -2.542 1.100
H -0.965 -0.901 1.600
H 0.284 2.235 0.165
H 0.515 1.881 -1.517
*
```

Values from the calculation:
molecular weight	155.422	g/mol
energy above the lowest of the compared OMol25 structures with the same formula, charge and spin	38.2	kcal/mol
HOMO-LUMO gap (alpha / beta)	8.55 / 8.00	eV
⟨S²⟩	2.0144

Per-atom Löwdin charges, elementary charge units: number 1, C, carries -0.14; number 2, C, carries -0.72; number 3, C, carries -0.56; number 4, Cl, carries 0.56; number 5, Br, carries 0.71; number 6, H, carries 0.09; number 7, H, carries 0.04; number 8, H, carries 0.00; number 9, H, carries 0.01

=====

ORCA calculation (ωB97M-V/def2-TZVPD) on a cluster of 10 separate species, C25H66NO21S in total.

```
! wB97M-V def2-TZVPD RIJCOSX def2/J DEFGRID3
* xyz -1 1
C 4.877 0.550 3.165
C 4.218 0.539 1.777
C 2.649 0.285 1.744
C 1.995 1.509 2.197
C 2.104 2.639 1.168
C 3.571 3.127 1.118
N 4.429 1.909 1.089
O 5.568 2.084 0.381
C 3.885 4.059 2.313
C 3.775 3.996 -0.185
C 4.890 -0.579 1.037
H 4.479 1.322 3.846
H 5.858 0.644 3.066
H 4.592 -0.530 3.662
H 2.281 -0.592 2.163
H 2.152 -0.271 0.740
H 2.388 1.785 3.393
H 0.727 1.370 2.270
H 1.219 3.255 1.231
H 1.882 2.159 0.093
H 3.365 3.642 3.129
H 2.952 4.701 2.195
H 5.007 4.415 2.291
H 4.681 4.511 -0.118
H 2.769 4.431 -0.422
H 3.860 3.414 -1.102
H 4.883 -1.447 1.461
H 5.871 -0.280 0.958
H 4.472 -0.893 -0.037
S -0.921 -0.347 -0.374
O -0.228 0.710 -1.070
O -0.325 -1.664 -0.639
O -0.959 -0.091 1.082
O -2.254 -0.359 -0.858
C -4.906 -3.341 1.583
C -3.842 -2.412 1.070
O -3.801 -2.563 -0.291
O -4.696 -3.567 3.017
H -4.663 -4.229 1.018
H -5.728 -2.961 1.221
H -2.821 -2.759 1.346
H -3.886 -1.316 1.260
H -2.995 -1.876 -0.518
H -4.071 -4.060 3.167
C -2.269 -0.286 5.648
C -1.788 0.169 4.160
O -1.389 -0.971 3.360
O -2.539 0.855 6.563
H -1.499 -0.813 5.981
H -3.171 -0.866 5.605
H -0.844 0.671 4.316
H -2.460 0.696 3.487
H -1.127 -0.629 2.425
H -1.985 1.470 6.263
C 0.060 -4.463 -2.382
C 0.225 -3.464 -3.478
O 0.752 -2.340 -2.868
O -1.017 -3.961 -1.569
H 0.914 -4.542 -1.597
H -0.479 -5.554 -2.882
H -0.636 -3.268 -3.928
H 1.063 -3.752 -4.272
H 0.163 -1.959 -2.131
H -0.756 -3.070 -1.069
C -4.978 0.032 -4.686
C -4.424 -0.012 -3.275
O -3.285 -0.857 -3.094
O -6.209 0.722 -4.684
H -5.050 -0.934 -5.221
H -4.294 0.661 -5.290
H -5.238 -0.306 -2.480
H -4.050 0.878 -2.800
H -2.823 -0.425 -2.165
H -5.992 1.628 -4.593
C -4.035 1.491 1.033
C -3.139 2.605 0.663
O -1.850 2.495 1.305
O -4.456 0.872 -0.081
H -4.839 1.785 1.757
H -3.431 0.725 1.620
H -3.556 3.642 1.000
H -2.975 2.575 -0.324
H -1.468 1.692 1.128
H -3.621 0.279 -0.271
C 1.859 -4.803 1.633
C 1.058 -3.570 1.383
O 1.706 -2.735 0.370
O 1.379 -5.420 2.768
H 2.845 -4.395 1.758
H 1.648 -5.487 0.903
H 0.834 -2.879 2.153
H 0.113 -3.753 0.964
H 1.037 -2.285 -0.082
H 0.647 -5.957 2.423
C -0.134 3.460 -2.747
C -1.362 2.802 -3.400
O -1.061 1.475 -3.329
O -0.234 3.415 -1.227
H 0.078 4.526 -3.141
H 0.990 3.015 -2.832
H -1.714 3.251 -4.301
H -2.062 2.968 -2.765
H -1.036 1.346 -2.165
H -0.475 2.516 -1.145
C 4.184 1.072 -3.567
C 2.648 0.624 -3.275
O 2.337 0.769 -1.881
O 4.397 0.894 -4.901
H 4.893 0.741 -3.086
H 4.161 2.227 -3.164
H 2.312 -0.469 -3.323
H 1.904 1.329 -3.915
H 1.340 0.828 -1.848
H 4.897 0.106 -5.074
*
```

Values from the calculation:
molecular weight	748.856	g/mol
energy above the lowest of the compared OMol25 structures with the same formula, charge and spin	170.5	kcal/mol
HOMO-LUMO gap	3.18	eV

Löwdin atomic charge list, values in e, 99 entries: number 1, C, carries 0.01; number 2, C, carries -0.40; number 3, C, carries -0.16; number 4, C, carries -0.20; number 5, C, carries -0.15; number 6, C, carries -0.46; number 7, N, carries 0.15; number 8, O, carries 0.14; number 9, C, carries 0.00; number 10, C, carries 0.00; number 11, C, carries -0.02; number 12, H, carries 0.08; number 13, H, carries 0.03; number 14, H, carries 0.18; number 15, H, carries 0.09; number 16, H, carries 0.19; number 17, H, carries 0.17; number 18, H, carries 0.18; number 19, H, carries 0.12; number 20, H, carries 0.15; number 21, H, carries 0.04; number 22, H, carries 0.13; number 23, H, carries 0.15; number 24, H, carries 0.06; number 25, H, carries 0.12; number 26, H, carries 0.06; number 27, H, carries 0.03; number 28, H, carries 0.05; number 29, H, carries 0.17; number 30, S, carries 0.41; number 31, O, carries -0.31; number 32, O, carries -0.32; number 33, O, carries -0.30; number 34, O, carries -0.30; number 35, C, carries -0.14; number 36, C, carries -0.30; number 37, O, carries -0.10; number 38, O, carries 0.03; number 39, H, carries 0.13; number 40, H, carries 0.07; number 41, H, carries 0.13; number 42, H, carries 0.11; number 43, H, carries 0.11; number 44, H, carries -0.08; number 45, C, carries -0.13; number 46, C, carries -0.19; number 47, O, carries -0.15; number 48, O, carries -0.05; number 49, H, carries 0.05; number 50, H, carries 0.11; number 51, H, carries 0.09; number 52, H, carries 0.09; number 53, H, carries 0.01; number 54, H, carries -0.02; number 55, C, carries -0.25; number 56, C, carries -0.29; number 57, O, carries -0.11; number 58, O, carries -0.16; number 59, H, carries 0.13; number 60, H, carries 0.18; number 61, H, carries 0.07; number 62, H, carries 0.15; number 63, H, carries 0.06; number 64, H, carries 0.06; number 65, C, carries -0.25; number 66, C, carries -0.29; number 67, O, carries -0.16; number 68, O, carries -0.07; number 69, H, carries 0.13; number 70, H, carries 0.12; number 71, H, carries 0.14; number 72, H, carries 0.09; number 73, H, carries 0.07; number 74, H, carries 0.06; number 75, C, carries -0.33; number 76, C, carries -0.19; number 77, O, carries -0.07; number 78, O, carries -0.08; number 79, H, carries 0.13; number 80, H, carries 0.11; number 81, H, carries 0.15; number 82, H, carries 0.06; number 83, H, carries -0.05; number 84, H, carries 0.08; number 85, C, carries -0.26; number 86, C, carries -0.19; number 87, O, carries -0.09; number 88, O, carries -0.05; number 89, H, carries 0.12; number 90, H, carries 0.10; number 91, H, carries 0.11; number 92, H, carries 0.10; number 93, H, carries -0.04; number 94, H, carries 0.10; number 95, C, carries -0.15; number 96, C, carries -0.30; number 97, O, carries -0.11; number 98, O, carries -0.11; number 99, H, carries 0.11

=====

ORCA calculation (ωB97M-V/def2-TZVPD) on the molecule C3H5N5O.

```
! wB97M-V def2-TZVPD RIJCOSX def2/J DEFGRID3
* xyz 0 1
C -0.194 -1.769 -1.063
N -1.157 -0.687 -0.928
N -1.122 -0.270 0.416
C -0.396 0.637 0.725
C 0.575 1.320 -0.108
N 1.557 2.010 0.395
N 1.735 1.911 1.755
N 0.858 1.532 2.515
O -0.398 1.147 1.934
H -0.289 -2.568 -0.283
H -0.298 -2.260 -2.040
H 0.802 -1.321 -0.983
H -2.095 -0.988 -1.143
H 0.422 1.306 -1.193
*
```

Values from the calculation:
molecular weight	127.107	g/mol
energy above the lowest of the compared OMol25 structures with the same formula, charge and spin	109.1	kcal/mol
SMILES string	CN/N=c1\cnnno1
HOMO-LUMO gap	8.26	eV

Per-atom Löwdin charges, elementary charge units: number 1, C, carries -0.12; number 2, N, carries -0.12; number 3, N, carries 0.10; number 4, C, carries -0.46; number 5, C, carries -0.02; number 6, N, carries 0.06; number 7, N, carries -0.02; number 8, N, carries 0.09; number 9, O, carries 0.02; number 10, H, carries 0.09; number 11, H, carries 0.08; number 12, H, carries 0.07; number 13, H, carries 0.11; number 14, H, carries 0.13

=====

ORCA calculation (ωB97M-V/def2-TZVPD) on a structure of composition C14H9N4O4Sn.

```
! wB97M-V def2-TZVPD RIJCOSX def2/J DEFGRID3
* xyz 1 1
Sn -1.331 -1.274 -0.389
O -0.708 -0.082 4.128
C -0.664 -0.357 2.856
O -1.630 -0.319 2.109
C 0.680 -0.745 2.347
C 1.838 -0.755 3.113
C 3.024 -1.156 2.504
C 3.012 -1.512 1.165
C 1.800 -1.491 0.480
N 0.674 -1.113 1.063
C 1.676 -1.893 -0.998
O 2.652 -2.042 -1.675
O 0.444 -2.015 -1.388
H -1.595 0.157 4.453
H 1.804 -0.457 4.148
H 3.941 -1.190 3.073
H 3.898 -1.818 0.631
C -0.633 0.314 -3.213
C -1.269 1.385 -2.359
C -2.743 1.166 -2.603
C -2.894 0.208 -3.528
C -1.590 -0.321 -3.906
H 0.434 0.204 -3.299
H -0.968 2.370 -2.742
H -3.504 1.773 -2.147
H -3.820 -0.119 -3.966
H -1.446 -1.079 -4.655
N -0.935 1.255 -0.961
C -0.622 2.018 -0.075
N -0.485 2.677 0.919
C 0.208 2.985 1.967
N 0.748 3.227 2.949
*
```

Values from the calculation:
molecular weight	415.961	g/mol
energy above the lowest of the compared OMol25 structures with the same formula, charge and spin	10.0	kcal/mol
HOMO-LUMO gap	7.84	eV

Per-atom Löwdin charges, elementary charge units: number 1, Sn, carries 1.53; number 2, O, carries 0.19; number 3, C, carries -0.48; number 4, O, carries -0.04; number 5, C, carries -0.18; number 6, C, carries 0.05; number 7, C, carries 0.02; number 8, C, carries 0.06; number 9, C, carries -0.15; number 10, N, carries 0.06; number 11, C, carries -0.59; number 12, O, carries 0.14; number 13, O, carries -0.27; number 14, H, carries 0.17; number 15, H, carries 0.13; number 16, H, carries 0.13; number 17, H, carries 0.14; number 18, C, carries -0.07; number 19, C, carries -0.34; number 20, C, carries -0.05; number 21, C, carries -0.06; number 22, C, carries -0.06; number 23, H, carries 0.12; number 24, H, carries 0.18; number 25, H, carries 0.12; number 26, H, carries 0.12; number 27, H, carries 0.12; number 28, N, carries 0.05; number 29, C, carries -0.12; number 30, N, carries 0.20; number 31, C, carries -0.30; number 32, N, carries 0.19